Computed, not measured: a molecular structure, C30H35O7Sc at a distorted geometry, with the ωB97M-V functional and the def2-TZVPD basis.

Last column: Mulliken charge in e.
Element x y z (Å)
C -1.2815 6.1988 -2.7142  4.119
C -1.0805 5.1702 -1.5710  -1.104
C -0.3762 5.7913 -3.8831  -1.982
C 0.5428 4.6309 -3.3795  0.261
H 0.2209 6.6620 -4.1710  0.360
H -0.9642 5.5178 -4.7657  0.419
C 0.3696 4.7676 -1.7533  0.682
H -1.7483 4.3137 -1.7244  -0.320
H -1.3326 5.6326 -0.6060  0.522
C 1.1216 3.8806 -0.7144  -1.063
H 0.8976 5.7259 -1.6023  -0.051
H 1.5951 4.9251 -3.5520  0.075
C 0.3776 3.4057 -4.1540  0.872
C -2.7285 6.3110 -3.1514  -0.702
C -0.9723 7.6471 -2.3095  -0.429
O -0.4944 8.4894 -3.0560  -0.634
O -3.4738 5.3497 -3.3074  -0.651
O -3.1001 7.5859 -3.3330  -0.235
O -1.2746 7.9410 -1.0371  -0.241
C -1.0278 9.3216 -0.7237  -0.860
H -1.3818 9.4520 0.2960  0.248
H -1.5549 9.9850 -1.4188  0.302
H 0.0425 9.5342 -0.7775  0.314
C -4.4781 7.7763 -3.6437  -0.797
H -4.7617 7.2335 -4.5505  0.268
H -4.5793 8.8470 -3.8039  0.252
H -5.1153 7.4555 -2.8122  0.319
O 0.5050 2.8497 0.0274  -0.121
H 1.5242 4.5690 0.0655  0.298
H 2.0133 3.4762 -1.2300  0.081
C 1.4668 2.3968 -4.1532  -1.419
C -0.8655 3.0542 -4.8518  -1.459
H -0.7257 3.1191 -5.9481  0.205
H -1.7382 3.6628 -4.5769  0.126
H -1.1413 2.0042 -4.6400  0.259
H 1.1779 1.4030 -3.7640  -0.018
H 2.3151 2.7517 -3.5489  0.333
H 1.8162 2.2316 -5.1885  0.367
Sc 0.3025 1.0700 0.4289  1.065
C 2.2186 -0.6417 1.4186  -0.320
C 2.7274 0.6804 1.2709  -0.941
C 1.9951 1.5341 2.1631  -0.455
H 3.5604 0.9784 0.6294  0.426
C 0.9944 0.7363 2.8131  -0.937
C 1.1494 -0.6135 2.3556  -0.215
H 0.5980 -1.4906 2.6969  0.483
H 2.6201 -1.5396 0.9504  0.630
H 2.2017 2.5914 2.3374  0.429
H 0.2902 1.0851 3.5702  0.521
C -1.9651 0.0185 -0.8735  -1.029
C -2.0166 -0.6515 0.3779  -0.313
C -2.0496 0.3323 1.4128  -0.708
H -2.0931 -1.7320 0.4972  0.784
C -2.0720 1.6259 0.7947  -0.640
C -2.0103 1.4282 -0.6315  -0.246
H -2.0808 2.2036 -1.3957  0.233
H -1.9638 -0.4637 -1.8536  0.430
H -2.1231 0.1338 2.4814  0.469
H -2.1974 2.5901 1.2932  0.517
O 1.1446 -1.1935 -2.9687  -0.710
C 0.9990 -1.2532 -1.7514  -0.022
O 0.8218 -0.2047 -0.9805  -0.144
C 1.0812 -2.6191 -1.1083  0.222
C 0.5499 -2.9932 0.1396  0.576
C 0.9673 -4.1685 0.7650  -0.703
C 1.8379 -5.0368 0.0947  -0.415
C 2.2181 -4.7600 -1.2262  -0.409
C 1.8206 -3.5676 -1.8293  -0.808
H -0.2112 -2.3680 0.6018  0.136
H 0.6088 -4.4231 1.7640  0.367
H 2.2018 -5.9329 0.5969  0.345
H 2.8155 -5.4641 -1.8026  0.350
H 2.0746 -3.3435 -2.8627  0.435

Computed properties:
* frontier orbital gap (spin up / spin down): 2.1 / 2.1 eV
* lowest unoccupied orbital energy (spin up / spin down): 4.14 / 4.14 eV
* net charge: -2
* largest force on an atom: 2.8 eV/A
* HOMO level (spin up / spin down): 2.00 / 2.00 eV

=====

Computed, not measured: 10 unconnected molecules or ions with the total composition C5H31NO11 at a distorted geometry, with the ωB97M-V functional and the def2-TZVPD basis.

Last column: natural (NBO) charge in e.
Element x y z (Å)
C -2.2519 -1.6564 -0.0693  -0.071
O -1.8626 -1.8200 1.3212  -0.785
C -1.0832 -0.9633 -0.8131  -0.068
C -1.6259 -0.2844 -2.0736  -0.425
C -1.0915 1.0951 -2.4939  -0.434
C -0.0004 1.6934 -1.6176  -0.061
O 1.2029 0.9043 -1.6084  -0.781
N 0.0461 -1.8450 -0.9859  -0.879
H -3.1848 -1.0779 -0.1065  0.171
H -2.3874 -2.6904 -0.3910  0.183
H -1.5142 -0.9869 1.6999  0.500
H -0.7285 -0.1330 -0.1284  0.178
H -1.4949 -0.9255 -2.9339  0.213
H -2.7263 -0.2764 -1.9609  0.215
H -0.6565 0.9325 -3.4979  0.204
H -1.8354 1.9014 -2.6600  0.237
H 0.3452 2.6844 -1.9650  0.198
H -0.3670 1.7736 -0.6221  0.160
H -0.0557 -2.5092 -1.7415  0.379
H 1.0866 0.1417 -1.0226  0.504
H 0.3491 -2.3399 -0.1648  0.384
H 1.8415 -1.1337 4.3109  0.483
H 1.1584 -2.0427 3.2262  0.525
O 1.6522 -1.2053 3.3696  -0.997
H -2.5570 3.7733 0.1428  0.480
H -1.2054 3.2686 0.1599  0.459
O -1.8201 3.6559 -0.4787  -0.935
H -0.6748 0.6386 2.5930  0.490
H -0.1093 -0.3146 3.5488  0.477
O -0.9822 -0.0271 3.2427  -0.970
H 2.9567 -1.9804 -3.3452  0.479
H 1.7279 -1.5320 -2.6309  0.480
O 2.1684 -2.3523 -2.9122  -0.962
H 1.3092 0.3048 2.5276  0.490
H 1.8872 1.3405 1.5235  0.508
O 1.0473 0.9870 1.8775  -1.035
H 1.9376 0.7969 -3.1524  0.494
H 2.3696 1.0047 -4.6170  0.464
O 2.5299 0.4237 -3.8509  -0.988
H -2.1051 2.5401 3.3303  0.480
H -1.4166 3.5765 2.5874  0.463
O -2.3253 3.2538 2.7017  -0.942
H -0.6331 -3.0742 1.9512  0.522
H 0.1996 -4.1196 2.7978  0.484
O 0.2052 -3.2390 2.4104  -0.993
H 3.6239 0.9968 0.0981  0.502
H 3.4077 -0.0125 1.3767  0.495
O 3.6430 0.8540 1.0467  -0.975

Computed properties:
* frontier orbital gap: 9.6 eV
* lowest unoccupied orbital energy: 0.14 eV
* largest force on an atom: 1.8 eV/A
* SMILES string: N[C@H](CO)CCCO.O.O.O.O.O.O.O.O.O
* HOMO level: -9.42 eV

=====

Computed, not measured: a molecular structure, C3H3O3Pb at a distorted geometry, with the ωB97M-V functional and the def2-TZVPD basis.

Last column: natural (NBO) charge in e.
Element x y z (Å)
O -4.0036 0.0376 0.1742  -0.598
O -6.2108 0.7266 0.0206  -0.443
C -5.1198 0.3536 0.0962  1.043
Pb 4.6508 0.2576 0.5170  1.001
O -0.6487 0.0864 -0.0610  -0.210
C -0.8050 -1.0187 -0.1329  0.972
H -0.2324 -2.8932 -0.0768  0.324
C -1.2276 -2.3755 -0.0450  -0.801
H -1.6863 -2.5354 0.9426  0.358
H -1.8298 -2.6080 -0.9367  0.355

Computed properties:
* frontier orbital gap (spin up / spin down): 6.1 / 8.4 eV
* lowest unoccupied orbital energy (spin up / spin down): -9.52 / -9.40 eV
* net charge: +2
* largest force on an atom: 2.4 eV/A
* ⟨S²⟩: 0.75
* multiplicity: 2
* HOMO level (spin up / spin down): -15.60 / -17.80 eV

=====

Computed, not measured: a molecular structure, C10H8Cl2NO6PbS2, with the ωB97M-V functional and the def2-TZVPD basis.

Last column: natural (NBO) charge in e.
Element x y z (Å)
Pb -0.4770 -0.2304 -0.7906  1.287
O 0.5120 -0.6562 4.3292  -0.691
C 0.5304 -0.7565 2.9812  0.778
O -0.4645 -0.7010 2.3156  -0.582
C 1.9456 -0.9843 2.4914  -0.185
O 2.0462 -0.9961 1.0970  -0.524
C 2.6114 0.2146 0.5725  -0.194
C 1.7149 1.4225 0.8938  0.747
O 2.1236 2.2514 1.6995  -0.671
O 0.5765 1.4507 0.3017  -0.822
H -0.4108 -0.4992 4.5789  0.494
H 2.2593 -1.9566 2.8845  0.207
H 2.5795 -0.2179 2.9469  0.222
H 2.6838 0.0694 -0.5052  0.227
H 3.6009 0.3762 1.0064  0.176
Cl 2.1525 -2.4947 -1.9457  0.003
C 1.2801 -2.3002 -3.4404  -0.055
C 1.0767 -3.4418 -4.1978  -0.238
C 0.3953 -3.3549 -5.3989  -0.226
C -0.0766 -2.1247 -5.8242  -0.225
C 0.1319 -0.9974 -5.0476  -0.050
Cl -0.4994 0.5024 -5.6493  0.014
C 0.8209 -1.0268 -3.8209  -0.211
S 1.0955 0.4237 -2.8748  -0.345
H 1.4573 -4.3878 -3.8384  0.220
H 0.2319 -4.2400 -5.9992  0.209
H -0.6153 -2.0257 -6.7563  0.220
O -4.0642 2.6723 -2.0782  -0.955
S -2.7766 2.4985 -1.4040  1.398
N -2.1452 1.1728 -1.3823  -1.227

Computed properties:
* frontier orbital gap: 7.7 eV
* lowest unoccupied orbital energy: 2.55 eV
* net charge: -1
* largest force on an atom: 0.2 eV/A
* HOMO level: -5.20 eV

=====

Computed, not measured: 2 unconnected molecules or ions with the total composition C3H12NO at a distorted geometry, with the ωB97M-V functional and the def2-TZVPD basis.

Last column: natural (NBO) charge in e.
Element x y z (Å)
C 2.7488 -0.1292 0.2867  -0.412
N 1.6124 0.6633 -0.3549  -0.706
H 3.0725 0.4805 1.1251  0.232
H 2.2763 -1.0079 0.7179  0.229
H 3.5111 -0.3741 -0.4376  0.239
H 1.9398 1.6162 -0.4945  0.427
H 0.6821 0.6496 0.2052  0.475
H 1.4271 0.2845 -1.2840  0.423
C -1.4907 -0.6912 0.2175  -0.056
O -0.7146 0.4193 0.7750  -0.782
C -2.6536 -0.1571 -0.5887  -0.643
H -0.7639 -1.2838 -0.3294  0.176
H -1.8219 -1.2791 1.0734  0.199
H -1.0464 0.8981 1.5237  0.514
H -3.4787 0.1835 0.0287  0.230
H -2.2844 0.6649 -1.2029  0.217
H -3.0157 -0.9375 -1.2609  0.238

Computed properties:
* frontier orbital gap: 11.9 eV
* lowest unoccupied orbital energy: -3.33 eV
* net charge: +1
* largest force on an atom: 1.7 eV/A
* HOMO level: -15.24 eV

=====

Computed, not measured: C28H27ClN2O2 in the gas phase at a distorted geometry, with the ωB97M-V functional and the def2-TZVPD basis.

Last column: natural (NBO) charge in e.
Element x y z (Å)
C -6.2793 0.6261 2.6417  -0.635
C -4.7916 0.8393 2.4364  -0.069
O -4.0736 0.0755 3.4646  -0.542
C -2.7552 -0.0708 3.1850  0.801
C -2.0520 -1.2614 3.9481  -0.156
N -0.7275 -0.9774 3.8394  -0.438
C 0.5170 -1.2038 3.9440  0.148
C 1.6265 -0.2928 3.5691  -0.035
C 2.9242 -0.8238 3.6882  -0.198
C 4.0509 -0.0494 3.4197  -0.238
C 3.8718 1.2817 3.0056  -0.036
Cl 5.2650 2.2375 2.6742  0.016
C 2.5829 1.8316 2.8559  -0.230
C 1.4573 1.0328 3.1242  -0.181
O -2.2016 0.6726 2.4016  -0.592
H -6.8274 1.3550 2.0213  0.218
H -6.5868 -0.3870 2.3213  0.217
H -6.6136 0.7766 3.6823  0.218
H -4.4646 0.4708 1.4408  0.197
H -4.5243 1.8967 2.5759  0.193
H -2.4072 -1.4398 5.0027  0.260
H 0.9125 -2.1716 4.3513  0.135
H 3.0322 -1.8593 3.9953  0.215
H 5.0471 -0.4688 3.5281  0.229
H 2.4884 2.8645 2.5368  0.230
H 0.4611 1.4494 2.9858  0.249
C -0.3020 -3.8200 1.9048  -0.650
C -0.8263 -4.3531 3.1707  0.215
N -0.2455 -5.4688 3.6885  -0.526
C -0.8172 -5.8114 4.8972  0.110
C -1.8591 -4.8628 5.1501  -0.010
C -2.6055 -5.0986 6.3228  -0.220
C -2.3807 -6.2532 7.1049  -0.239
C -1.3807 -7.1899 6.7664  -0.222
C -0.5910 -6.9664 5.6321  -0.236
C -1.8634 -3.9325 4.0007  -0.167
C -2.7997 -2.7971 3.6506  -0.205
C -4.2016 -3.1451 4.2996  -0.059
C -4.7594 -4.4357 4.3696  -0.183
C -6.0533 -4.6679 4.8531  -0.227
C -6.8195 -3.6100 5.3558  -0.029
C -8.2176 -3.8607 5.8078  -0.629
C -6.2364 -2.3464 5.4276  -0.177
C -4.9928 -2.1276 4.8191  -0.228
H -1.0945 -3.3339 1.3363  0.234
H 0.5162 -3.1040 2.0312  0.234
H 0.0945 -4.6597 1.3239  0.214
H 0.4796 -5.9987 3.2191  0.407
H -3.3807 -4.3866 6.6286  0.225
H -3.0047 -6.4418 7.9874  0.215
H -1.2207 -8.0648 7.3960  0.215
H 0.1810 -7.6624 5.2971  0.210
H -2.9325 -2.7947 2.4757  0.218
H -4.1639 -5.2875 4.0279  0.222
H -6.4590 -5.6857 4.8082  0.214
H -8.7375 -2.9202 5.9702  0.213
H -8.7694 -4.4291 5.0563  0.219
H -8.2297 -4.4345 6.7366  0.220
H -6.7712 -1.5194 5.9162  0.201
H -4.6540 -1.1096 4.7667  0.240

Computed properties:
* frontier orbital gap: 7.8 eV
* lowest unoccupied orbital energy: 0.16 eV
* largest force on an atom: 3.4 eV/A
* SMILES string: CCOC(=O)[C@H](/N=C/c1ccc(Cl)cc1)[C@H](c1ccc(C)cc1)c1c(C)[nH]c2ccccc12
* HOMO level: -7.67 eV